No. 1
{
  "formula": "C11H15ClN2O",
  "method": "wB97M-V/def2-TZVPD",
  "orbital_gap_ev": [6.75, 6.71],
  "total_charge": 0,
  "homo_energy_ev": [-6.62, -6.59],
  "species": ["C", "C", "C", "C", "C", "C", "C", "C", "C", "C", "C", "N", "N", "O", "Cl", "H", "H", "H", "H", "H", "H", "H", "H", "H", "H", "H", "H", "H", "H", "H"],
  "positions_angstrom": [[-1.369952, 2.521590, -0.988939], [-0.868969, 3.143829, -2.122385], [-0.607201, 1.365555, -0.846106], [0.196028, 2.446219, -2.594992], [-0.647914, 0.351034, 0.023074], [-1.565127, 0.314800, 1.379724], [-1.313130, -1.005468, 1.969173], [1.327577, 2.678222, -3.617632], [-0.903340, -0.778871, 3.422846], [1.503182, -0.764316, -0.130339], [-0.672902, -2.882086, 0.632059], [0.110753, -0.752607, 0.088232], [-0.190787, -1.681791, 1.220653], [0.315931, 1.306278, -1.885041], [-3.120527, 0.944449, 1.633700], [-2.073960, 2.983019, -0.257829], [-1.208907, 4.183237, -2.487442], [-2.108802, -1.707871, 1.986058], [2.103912, 1.918429, -3.402324], [0.883529, 2.842050, -4.586833], [1.749704, 3.712473, -3.202645], [-1.734232, -0.288221, 3.865251], [-0.099952, 0.059627, 3.243402], [-0.476681, -1.711735, 4.049012], [1.754694, -1.340446, -1.007701], [1.816521, 0.274860, -0.227560], [2.070808, -1.092436, 0.705286], [-0.873472, -3.591100, 1.513019], [-1.693320, -2.778743, 0.059247], [0.077924, -3.341163, 0.015014]],
  "atomic_forces_ev_per_a": [[0.0, -0.7, 1.5], [-0.3, 3.6, -1.5], [-0.2, 3.2, -3.0], [0.7, -0.7, -0.9], [-4.4, -3.2, 8.5], [3.3, 0.0, -5.7], [2.0, -1.2, 1.4], [-0.5, 2.4, 3.4], [3.2, 0.0, -0.1], [1.2, 1.5, -1.1], [-2.4, -1.8, 0.7], [-0.2, -1.4, 1.1], [-1.2, 2.7, -1.0], [-0.3, 0.2, 0.8], [-0.6, 0.6, -0.3], [0.6, -0.9, -0.9], [0.7, -2.0, 0.5], [-1.3, -0.4, -0.4], [-0.6, 0.3, -0.9], [0.6, -0.4, -0.5], [-0.5, -2.0, -1.3], [-0.7, 0.2, 1.0], [-1.0, -1.7, 1.1], [-1.1, 2.1, -1.6], [0.3, -0.1, -0.3], [0.3, 0.0, -0.6], [0.1, -0.7, 0.9], [0.2, 0.8, -1.3], [1.8, 0.0, 0.8], [0.3, -0.2, -0.4]],
  "mulliken_charge": [-0.531, -0.471, 0.483, 0.333, 0.708, -0.234, -0.014, -1.064, -1.360, -1.097, -1.030, 0.087, -0.296, -0.298, -0.204, 0.333, 0.292, 0.495, 0.277, 0.333, 0.258, 0.396, 0.307, 0.291, 0.303, 0.390, 0.374, 0.381, 0.269, 0.291]
}

***

No. 2
{
  "formula": "C4H10S",
  "method": "wB97M-V/def2-TZVPD",
  "orbital_gap_ev": 9.08,
  "total_charge": 0,
  "homo_energy_ev": -8.27,
  "species": ["C", "C", "C", "C", "S", "H", "H", "H", "H", "H", "H", "H", "H", "H", "H"],
  "positions_angstrom": [[0.070880, -2.204132, 0.457506], [0.128412, 0.945428, -1.615191], [0.668426, 1.661001, 0.733206], [-0.208196, 1.105807, -0.196141], [-1.866062, 0.660498, 0.077099], [-0.374539, -1.268293, 0.670641], [0.054789, -3.072569, -0.231908], [-0.412932, -2.936642, 1.245769], [0.678585, 0.052550, -1.382593], [0.698974, 1.754906, -1.942762], [-0.755390, 0.764010, -2.266229], [1.502707, 2.305601, 0.534045], [0.542521, 1.501221, 1.794158], [1.154111, -2.045923, 0.756918], [-1.882285, 0.776535, 1.365482]],
  "atomic_forces_ev_per_a": [[1.8, -3.9, 3.3], [-1.5, -1.0, 0.3], [-2.2, -1.4, -1.0], [1.2, 3.0, 2.8], [-0.4, -0.5, -0.8], [-1.1, 0.5, -1.4], [-0.4, 1.9, -1.3], [1.1, 1.7, -0.3], [0.8, -0.8, -1.6], [1.2, 1.0, -0.8], [0.8, 0.0, 0.4], [0.5, -0.4, -0.8], [-0.6, 0.2, 0.1], [-1.1, -0.5, -0.2], [-0.1, 0.2, 1.4]],
  "mulliken_charge": [-0.972, -1.158, -0.909, 0.601, -0.208, 0.151, 0.333, 0.266, 0.263, 0.359, 0.352, 0.292, 0.235, 0.251, 0.145]
}

***

No. 3
{
  "formula": "C5H11O3",
  "method": "wB97M-V/def2-TZVPD",
  "orbital_gap_ev": 8.28,
  "total_charge": -1,
  "homo_energy_ev": -4.34,
  "species": ["C", "C", "C", "O", "O", "H", "H", "H", "H", "H", "C", "C", "O", "H", "H", "H", "H", "H", "H"],
  "positions_angstrom": [[0.809099, -1.535139, 1.377551], [0.454996, -2.983575, 0.961128], [1.369236, -0.672691, 0.192096], [2.566119, -0.791174, -0.076936], [0.457335, -0.103976, -0.463946], [-0.103077, -1.127772, 1.816753], [1.580559, -1.641801, 2.126330], [-0.133917, -3.519938, 1.705958], [1.388920, -3.441566, 0.627424], [-0.216020, -2.946570, 0.090480], [-1.929161, 2.089920, -1.184286], [-0.854091, 2.774597, -0.380350], [-2.427060, 0.928244, -0.491770], [-2.815320, 2.743480, -1.237401], [-1.638008, 1.811425, -2.190757], [0.098815, 2.245744, -0.433394], [-1.716270, 0.280421, -0.587480], [-1.114517, 2.758868, 0.679519], [-0.875806, 3.850268, -0.598994]],
  "atomic_forces_ev_per_a": [[-0.1, -0.5, 0.2], [-0.1, 1.0, -1.2], [-1.6, -1.4, 0.0], [0.7, 0.3, 0.1], [-0.1, 0.6, -0.2], [0.2, 0.5, 0.0], [0.2, 0.3, 0.5], [0.6, -0.2, 0.3], [-0.3, -0.5, 0.3], [0.2, 0.0, 0.0], [-1.3, -0.3, 1.1], [-0.1, 0.4, 0.5], [0.2, 0.2, -0.7], [0.3, 0.0, -0.2], [0.3, 0.1, -0.2], [0.1, 0.4, -0.4], [0.4, -0.2, 0.4], [-0.3, -0.3, 0.0], [0.7, -0.2, -0.4]],
  "mulliken_charge": [-0.335, -1.134, 0.367, -0.728, -0.653, 0.295, 0.286, 0.328, 0.288, 0.267, -0.223, -0.859, -0.563, 0.285, 0.224, 0.230, 0.352, 0.248, 0.324]
}

***

Energy relative to the best compared isomer or geometry (same formula, charge and spin), respectively: 207.0 254.1 75.0 kJ/mol.